[1]
ORCA calculation (wB97M-V/def2-TZVPD) on a molecular structure, C31H22N5OSbSe4V.

- 2S+1: 3
- Max |F|: 0.51 eV/A
- Frontier orbital gap (alpha / beta): 6.33 / 5.73 eV
- ⟨S²⟩: 2.38
- Total charge: +1
- HOMO level (alpha / beta): -10.3 / -10.3 eV

Cartesian coordinates (Å):
V 2.013 -0.221 -2.309
C -6.935 2.690 7.624
O -5.948 1.668 7.608
C -5.235 1.493 6.480
C -5.403 2.242 5.318
C -4.606 1.976 4.216
C -3.641 0.977 4.246
C -3.486 0.230 5.419
C -4.270 0.482 6.518
C -2.775 0.691 3.106
N -1.839 -0.234 3.076
C -1.264 -0.122 1.844
C -1.856 0.876 1.104
N -2.831 1.385 1.924
C -1.459 1.209 -0.223
C -2.055 2.184 -1.042
C -1.559 2.401 -2.300
C -0.461 1.654 -2.737
N 0.109 0.726 -1.994
C -0.374 0.492 -0.749
C 0.277 -0.545 0.029
N 1.335 -1.178 -0.546
C 1.905 -2.188 0.099
C 1.485 -2.603 1.363
C 0.456 -1.938 1.978
C -0.176 -0.882 1.306
H -7.379 2.660 8.614
H -7.707 2.503 6.874
H -6.487 3.671 7.456
H -6.141 3.027 5.262
H -4.760 2.578 3.328
H -2.734 -0.546 5.448
H -4.157 -0.086 7.432
H -3.455 2.146 1.724
H -2.894 2.764 -0.681
H -1.989 3.145 -2.954
H -0.019 1.843 -3.707
H 2.725 -2.680 -0.405
H 1.986 -3.433 1.842
H 0.114 -2.206 2.969
C 5.829 -2.277 -1.669
C 5.831 -3.198 -2.711
C 4.774 -3.231 -3.598
C 3.713 -2.345 -3.433
N 3.703 -1.496 -2.391
C 4.740 -1.443 -1.545
C 2.580 -2.184 -4.370
C 2.407 -3.023 -5.466
C 1.385 -2.778 -6.370
C 0.536 -1.700 -6.179
C 0.696 -0.877 -5.070
C 1.712 -1.096 -4.145
H 6.655 -2.197 -0.979
H 6.666 -3.875 -2.838
H 4.782 -3.922 -4.428
H 4.673 -0.706 -0.755
H 3.062 -3.869 -5.629
H 1.254 -3.430 -7.223
H -0.256 -1.500 -6.890
H -0.001 -0.058 -4.939
Se 7.228 1.646 -3.051
Sb 5.932 3.572 -2.694
Se 5.109 4.476 -4.850
Se 5.319 5.038 -0.971
Se 3.161 1.622 -2.365

Table of natural (NBO) atomic charges, one value per atom, all in e: V 0.875; C -0.258; O -0.474; C 0.339; C -0.329; C -0.095; C -0.179; C -0.132; C -0.249; C 0.414; N -0.476; C 0.181; C 0.089; N -0.512; C -0.076; C -0.113; C -0.228; C 0.092; N -0.471; C 0.232; C 0.155; N -0.505; C 0.095; C -0.229; C -0.090; C -0.073; H 0.212; H 0.181; H 0.182; H 0.229; H 0.185; H 0.237; H 0.236; H 0.425; H 0.225; H 0.245; H 0.224; H 0.221; H 0.243; H 0.254; C -0.251; C -0.119; C -0.226; C 0.216; N -0.502; C 0.074; C -0.030; C -0.191; C -0.194; C -0.177; C -0.206; C -0.355; H 0.243; H 0.235; H 0.233; H 0.222; H 0.212; H 0.226; H 0.221; H 0.199; Se -0.483; Sb 0.999; Se -0.095; Se -0.444; Se -0.091



[2]
ORCA calculation (wB97M-V/def2-TZVPD) on a molecular structure, C15H21Cl2N2PdS5.

- Max |F|: 0.88 eV/A
- Frontier orbital gap: 6.14 eV
- Total charge: -1
- Energy relative to the best compared isomer or geometry (same formula, charge and spin): 0.0 kcal/mol
- HOMO level: -3.5 eV

Cartesian coordinates (Å):
Pd 0.054 0.922 1.167
Cl -0.281 2.177 -1.256
C 0.835 1.354 -2.333
C 0.511 1.382 -3.678
C 1.322 0.735 -4.597
C 2.445 0.069 -4.131
C 2.742 0.061 -2.778
Cl 4.169 -0.835 -2.308
C 1.970 0.710 -1.786
S 2.369 0.675 -0.096
H -0.380 1.908 -3.992
H 1.083 0.747 -5.652
H 3.101 -0.459 -4.811
C 1.712 -3.590 0.534
C 1.282 -3.451 1.993
S 0.718 -1.786 2.465
C -1.040 -2.034 2.750
C -1.932 -2.213 1.529
S -1.934 -0.809 0.370
C -1.335 -1.560 -1.169
C 0.129 -1.982 -1.209
S 0.380 -3.708 -0.684
H 2.284 -4.514 0.419
H 2.367 -2.765 0.242
H 2.150 -3.661 2.623
H 0.517 -4.190 2.240
H -1.321 -1.135 3.303
H -1.182 -2.888 3.419
H -2.960 -2.353 1.871
H -1.647 -3.103 0.969
H -1.493 -0.769 -1.907
H -2.005 -2.382 -1.434
H 0.728 -1.336 -0.562
H 0.517 -1.864 -2.222
S -0.094 1.519 3.611
C -0.731 2.470 2.316
N -0.115 3.655 1.881
C -1.076 4.630 1.414
C -2.289 3.748 1.109
N -2.123 2.666 2.065
H 0.683 3.938 2.425
H -0.714 5.138 0.518
H -1.322 5.388 2.168
H -2.277 3.415 0.066
H -3.223 4.282 1.286
H -2.594 1.799 1.849

Table of natural (NBO) atomic charges, one value per atom, all in e: Pd 0.252; Cl -0.028; C 0.028; C -0.273; C -0.264; C -0.227; C -0.071; Cl -0.024; C -0.243; S -0.400; H 0.215; H 0.205; H 0.215; C -0.541; C -0.556; S 0.254; C -0.561; C -0.557; S 0.192; C -0.532; C -0.584; S 0.146; H 0.212; H 0.248; H 0.214; H 0.207; H 0.259; H 0.204; H 0.209; H 0.236; H 0.235; H 0.208; H 0.279; H 0.224; S -0.333; C 0.154; N -0.636; C -0.220; C -0.225; N -0.646; H 0.402; H 0.194; H 0.168; H 0.181; H 0.187; H 0.393



[3]
ORCA calculation (wB97M-V/def2-TZVPD) on a molecular structure, C31H45N7OPPt.

- Max |F|: 0.56 eV/A
- Frontier orbital gap: 5.71 eV
- Total charge: +1
- Energy relative to the best compared isomer or geometry (same formula, charge and spin): 0.0 kcal/mol
- HOMO level: -8.3 eV

Cartesian coordinates (Å):
Pt -0.344 -1.665 -0.882
C 2.329 1.115 -2.459
C 2.316 0.796 -0.965
C 2.898 -0.593 -0.674
N 1.894 -1.504 -0.163
C 2.068 -2.202 0.924
C 3.074 -1.920 1.903
C 3.579 -2.665 2.937
C 3.305 -3.983 3.312
C 2.339 -4.779 2.743
C 1.351 -4.468 1.808
C 1.055 -3.273 1.131
N -0.125 -3.074 0.548
C -1.185 -4.036 0.799
C -2.530 -3.559 0.278
C -2.879 -2.140 0.716
N -2.191 -1.194 -0.150
C -2.644 0.005 -0.374
C -3.686 0.575 0.428
C -4.471 1.682 0.240
C -4.476 2.609 -0.808
C -3.607 2.597 -1.878
C -2.506 1.793 -2.173
C -1.948 0.680 -1.495
N -0.808 0.104 -1.870
C -0.128 0.686 -3.028
C 1.322 0.273 -3.244
H 3.334 0.927 -2.848
H 2.133 2.179 -2.637
H 1.283 0.775 -0.607
H 2.853 1.568 -0.403
H 3.784 -0.522 -0.040
H 3.254 -1.008 -1.625
H 3.511 -0.934 1.806
H 4.339 -2.162 3.525
H 3.903 -4.407 4.107
H 2.300 -5.802 3.101
H 0.678 -5.287 1.598
H -1.259 -4.177 1.885
H -0.955 -5.018 0.367
H -3.298 -4.257 0.613
H -2.536 -3.570 -0.814
H -2.600 -1.974 1.765
H -3.958 -1.989 0.629
H -3.888 0.018 1.334
H -5.204 1.855 1.022
H -5.243 3.372 -0.795
H -3.796 3.358 -2.630
H -2.041 2.047 -3.112
H -0.132 1.780 -2.932
H -0.713 0.465 -3.929
H 1.536 0.367 -4.311
H 1.456 -0.782 -2.997
C 1.493 4.406 1.572
N 0.260 4.509 0.662
C -0.921 4.996 1.514
N -1.122 4.148 2.630
C 0.088 4.079 3.443
N 1.236 3.574 2.692
C 1.072 2.159 2.320
P -0.394 1.827 1.223
C -0.042 3.191 0.006
C -1.605 2.817 2.234
H 1.719 5.425 1.887
H 2.303 4.012 0.959
H 0.446 5.207 -0.059
H -1.793 5.012 0.860
H -0.664 6.008 1.831
H -0.092 3.425 4.294
H 0.322 5.079 3.813
H 0.963 1.570 3.232
H 1.981 1.809 1.829
H -0.910 3.321 -0.645
H 0.816 2.929 -0.613
H -1.854 2.250 3.133
H -2.530 2.924 1.663
C 2.325 -3.732 -2.412
O 1.199 -3.362 -3.247
C 0.131 -2.926 -2.655
C -0.997 -2.958 -3.637
H 1.991 -4.481 -1.697
H 2.701 -2.866 -1.884
H 3.064 -4.151 -3.086
H -0.725 -3.390 -4.602
H -1.408 -1.953 -3.761
H -1.798 -3.539 -3.173

Table of Löwdin atomic charges, one value per atom, all in e: Pt 1.176; C -0.198; C -0.211; C -0.219; N -0.060; C -0.238; C -0.033; C -0.092; C -0.114; C -0.087; C -0.034; C -0.236; N -0.146; C -0.238; C -0.181; C -0.208; N -0.120; C -0.278; C -0.052; C -0.109; C -0.124; C -0.102; C -0.055; C -0.280; N -0.124; C -0.227; C -0.179; H 0.116; H 0.104; H 0.037; H 0.097; H 0.105; H 0.103; H 0.087; H 0.105; H 0.097; H 0.108; H 0.088; H 0.127; H 0.119; H 0.118; H 0.091; H 0.131; H 0.120; H 0.098; H 0.111; H 0.094; H 0.107; H 0.082; H 0.102; H 0.123; H 0.121; H 0.074; C -0.110; N -0.066; C -0.109; N -0.143; C -0.155; N -0.144; C -0.299; P 1.091; C -0.249; C -0.297; H 0.145; H 0.142; H 0.181; H 0.146; H 0.145; H 0.138; H 0.138; H 0.099; H 0.080; H 0.090; H 0.077; H 0.101; H 0.075; C -0.007; O -0.101; C -0.269; C -0.071; H 0.098; H 0.052; H 0.099; H 0.085; H 0.070; H 0.076



[4]
ORCA calculation (wB97M-V/def2-TZVPD) on C15H15N3O4 in the gas phase at a distorted geometry.

- Max |F|: 1.62 eV/A
- Frontier orbital gap: 8.59 eV
- Energy relative to the best compared isomer or geometry (same formula, charge and spin): 0.0 kcal/mol
- SMILES: O=C(COc1ccccc1)NCC(=O)N/N=C/c1ccco1
- HOMO level: -8.0 eV

Cartesian coordinates (Å):
O -0.459 -1.360 -1.139
C -1.059 -0.854 -0.207
N -0.981 0.449 0.104
C -0.220 1.393 -0.684
C 1.279 1.386 -0.321
O 1.815 2.329 0.217
N 1.874 0.220 -0.678
N 3.152 -0.192 -0.516
C 4.063 0.544 -0.006
C 5.392 0.021 0.121
C 5.936 -1.199 -0.215
C 7.296 -1.136 0.144
C 7.487 0.109 0.670
O 6.349 0.812 0.661
H 8.358 0.590 1.069
H 8.033 -1.904 0.030
H 5.409 -2.017 -0.659
H 3.918 1.561 0.350
H 1.289 -0.506 -1.098
H -0.327 1.126 -1.740
H -0.608 2.397 -0.514
H -1.444 0.777 0.938
C -1.954 -1.668 0.725
O -2.914 -0.901 1.409
C -3.977 -0.402 0.695
C -4.959 0.238 1.448
C -6.064 0.782 0.827
C -6.204 0.697 -0.550
C -5.228 0.065 -1.296
C -4.111 -0.484 -0.685
H -3.360 -0.964 -1.293
H -5.326 -0.005 -2.369
H -7.069 1.121 -1.035
H -6.821 1.274 1.420
H -4.834 0.291 2.518
H -1.320 -2.105 1.504
H -2.410 -2.487 0.156

Table of natural (NBO) atomic charges, one value per atom, all in e: O -0.650; C 0.655; N -0.598; C -0.314; C 0.639; O -0.602; N -0.451; N -0.237; C 0.011; C 0.199; C -0.256; C -0.318; C 0.100; O -0.383; H 0.203; H 0.229; H 0.236; H 0.221; H 0.433; H 0.229; H 0.235; H 0.420; C -0.163; O -0.499; C 0.284; C -0.261; C -0.186; C -0.238; C -0.200; C -0.265; H 0.217; H 0.217; H 0.216; H 0.217; H 0.225; H 0.227; H 0.211



[5]
ORCA calculation (wB97M-V/def2-TZVPD) on 2 unconnected molecules or ions with the total composition C20H26BN2O2 at a distorted geometry.

- Max |F|: 1.91 eV/A
- Frontier orbital gap: 5.93 eV
- Total charge: +1
- HOMO level: -11.0 eV

Cartesian coordinates (Å):
C -6.374 -0.735 3.489
O -5.561 0.454 3.652
C -4.349 0.434 3.034
C -3.592 1.634 3.018
C -2.410 1.694 2.319
C -1.845 0.537 1.692
C -0.525 0.612 1.145
C 0.526 -0.274 1.491
C 1.876 0.045 1.123
C 2.895 -0.860 1.244
C 2.654 -2.123 1.849
O 3.701 -2.980 1.986
C 3.401 -4.232 2.660
C 1.352 -2.414 2.344
C 0.342 -1.478 2.239
C -2.634 -0.644 1.684
C -3.827 -0.721 2.390
H -7.312 -0.481 3.972
H -6.541 -0.971 2.427
H -5.900 -1.589 3.992
H -3.981 2.502 3.552
H -1.841 2.626 2.266
H -0.244 1.534 0.628
H 2.065 1.049 0.735
H 3.901 -0.630 0.884
H 4.344 -4.774 2.643
H 3.082 -4.045 3.699
H 2.626 -4.795 2.124
H 1.151 -3.377 2.827
H -0.615 -1.670 2.728
H -2.306 -1.511 1.104
H -4.369 -1.672 2.442
H 0.006 1.360 -1.638
B -0.033 1.931 -2.811
H -1.044 1.460 -3.359
H -0.108 3.143 -2.557
C 1.239 1.644 -3.742
N 1.592 1.848 -5.049
C 0.823 2.507 -6.087
C 2.853 1.342 -5.299
C 3.301 0.809 -4.136
N 2.316 1.001 -3.202
C 2.450 0.595 -1.831
H 1.405 2.448 -7.021
H -0.153 2.022 -6.251
H 0.644 3.572 -5.861
H 3.327 1.399 -6.262
H 4.225 0.315 -3.906
H 3.385 0.038 -1.690
H 2.465 1.468 -1.160
H 1.615 -0.049 -1.522

Table of natural (NBO) atomic charges, one value per atom, all in e: C -0.263; O -0.461; C 0.377; C -0.263; C -0.106; C -0.191; C 0.124; C -0.117; C -0.089; C -0.292; C 0.435; O -0.446; C -0.267; C -0.331; C -0.082; C -0.149; C -0.271; H 0.221; H 0.194; H 0.186; H 0.251; H 0.232; H 0.247; H 0.234; H 0.250; H 0.226; H 0.197; H 0.194; H 0.246; H 0.239; H 0.231; H 0.233; H -0.070; B -0.492; H 0.008; H 0.011; C 0.365; N -0.329; C -0.404; C -0.069; C -0.065; N -0.342; C -0.399; H 0.216; H 0.232; H 0.228; H 0.238; H 0.230; H 0.210; H 0.210; H 0.233